# 1
ORCA calculation (the ωB97M-V functional and the def2-TZVPD basis) on C60H51FO2P2ReS2 as an isolated structure at a distorted geometry.

Each line ends with the Mulliken charge.
Geometry (Å):
Re 0.524 -0.381 -0.458  3.654
O 1.319 -0.268 1.750  -0.313
S -0.177 -0.350 1.799  0.851
C -0.405 -1.487 3.199  0.346
C -0.585 -1.082 4.498  -0.177
C -0.797 -1.993 5.546  -1.248
C -0.776 -3.329 5.258  -0.299
C -0.993 -4.534 6.116  -0.776
C -0.574 -5.732 5.235  -0.929
C -0.261 -5.136 3.897  0.335
C 0.192 -5.685 2.726  -1.116
C 0.347 -4.842 1.623  -0.342
C 0.100 -3.476 1.639  0.401
P 0.229 -2.766 -0.044  1.266
C 1.787 -3.514 -0.634  0.158
C 1.869 -4.434 -1.671  0.038
C 3.110 -4.894 -2.081  -0.777
C 4.264 -4.427 -1.474  -0.641
C 4.187 -3.489 -0.456  -0.703
C 2.953 -3.032 -0.037  -0.644
C -1.084 -3.655 -0.944  0.032
C -1.268 -3.257 -2.267  -0.605
C -2.266 -3.832 -3.030  -0.555
C -3.105 -4.785 -2.471  -0.794
C -2.929 -5.180 -1.156  -0.792
C -1.920 -4.618 -0.391  -0.519
C -0.266 -2.861 2.868  -2.299
C -0.444 -3.743 3.954  1.780
C -0.746 1.221 2.442  0.169
C -1.944 1.233 3.124  -0.248
C -2.468 2.389 3.719  -1.014
C -1.723 3.535 3.652  -0.023
C -1.930 4.893 4.249  -0.878
C -0.720 5.729 3.778  -0.834
C 0.121 4.780 2.982  0.498
C 1.326 4.931 2.350  -1.243
C 1.770 3.887 1.526  0.016
C 1.105 2.677 1.388  0.031
P 1.642 1.749 -0.086  1.239
C 3.452 1.660 0.148  0.839
C 4.354 2.145 -0.795  -0.374
C 5.716 1.995 -0.597  -0.787
C 6.198 1.367 0.538  -0.658
C 5.307 0.920 1.500  -0.886
C 3.945 1.064 1.308  -0.617
C 1.435 2.947 -1.450  1.100
C 1.856 2.493 -2.703  -0.537
C 1.748 3.308 -3.813  -1.035
C 1.192 4.573 -3.697  -0.791
C 0.764 5.021 -2.460  -0.968
C 0.876 4.215 -1.340  -0.777
C -0.030 2.419 2.206  -2.551
C -0.523 3.532 2.919  1.201
H -0.568 -0.027 4.738  0.804
H -0.958 -1.621 6.545  0.478
H -2.046 -4.602 6.390  0.279
H -0.423 -4.477 7.042  0.353
H -1.368 -6.477 5.153  0.294
H 0.303 -6.238 5.642  0.302
H 0.415 -6.733 2.619  0.498
H 0.668 -5.281 0.688  0.576
H 0.970 -4.785 -2.159  0.405
H 3.175 -5.613 -2.884  0.444
H 5.227 -4.784 -1.805  0.423
H 5.090 -3.108 -0.002  0.477
H 2.890 -2.295 0.756  0.264
H -0.628 -2.478 -2.663  0.055
H -2.401 -3.524 -4.055  0.470
H -3.906 -5.210 -3.054  0.393
H -3.583 -5.916 -0.712  0.451
H -1.801 -4.936 0.633  0.327
H -2.491 0.307 3.238  0.478
H -3.410 2.343 4.244  0.483
H -1.972 4.834 5.337  0.287
H -2.873 5.323 3.911  0.330
H -0.153 6.142 4.613  0.352
H -1.036 6.567 3.154  0.251
H 1.902 5.842 2.408  0.439
H 2.655 4.053 0.920  0.672
H 4.001 2.648 -1.683  0.437
H 6.405 2.372 -1.337  0.466
H 7.261 1.235 0.678  0.415
H 5.677 0.457 2.404  0.475
H 3.263 0.705 2.064  0.326
H 2.249 1.488 -2.793  0.605
H 2.092 2.955 -4.772  0.495
H 1.061 5.191 -4.571  0.487
H 0.338 6.009 -2.367  0.437
H 0.513 4.585 -0.392  0.189
S 1.926 -1.238 -3.527  -0.382
C 1.258 -0.784 -2.190  0.108
F -2.857 4.610 -7.547  -0.282
C -2.300 3.762 -6.666  0.451
C -1.720 2.587 -7.136  -0.705
C -1.187 1.708 -6.233  -0.548
C -1.202 1.979 -4.833  0.502
C -0.681 1.077 -3.931  -0.341
C -1.779 3.210 -4.409  0.034
C -2.329 4.083 -5.310  -0.762
H -1.709 2.385 -8.195  0.476
H -0.740 0.788 -6.572  0.513
H -0.279 0.143 -4.274  0.090
H -0.659 1.250 -2.867  0.161
H -1.784 3.424 -3.351  0.515
H -2.794 5.006 -4.999  0.491
C -3.475 1.554 -0.232  -1.589
C -2.681 0.304 -0.669  1.523
C -3.009 -0.041 -2.130  -1.579
C -3.101 -0.889 0.219  -0.594
O -1.342 0.597 -0.465  -0.040
H -4.535 1.415 -0.431  0.441
H -3.115 2.423 -0.775  0.162
H -3.336 1.737 0.832  0.210
H -3.996 -0.489 -2.176  0.550
H -2.271 -0.752 -2.496  0.131
H -2.992 0.847 -2.755  0.254
H -4.183 -0.968 0.278  0.695
H -2.722 -0.770 1.234  -0.392
H -2.706 -1.813 -0.198  -0.209

Cartesian forces (eV/Å) of the 3 atoms listed first:
Re 0.730 -1.471 -2.481
O 1.875 -0.234 -0.268
S -0.857 0.711 3.339

Multiplicity = 1
Orbital gap (alpha / beta) = 3.41 / 3.43 eV
Charge = +1
Lowest unoccupied orbital energy (alpha / beta) = -0.1781 / -0.1777 Ha
HOMO energy (alpha / beta) = -8.254 / -8.263 eV

***

# 2
ORCA calculation (the ωB97M-V functional and the def2-TZVPD basis) on a 2-piece molecular cluster, C4H9F2NO5S overall at a distorted geometry.

Each line ends with the Mulliken charge.
Geometry (Å):
C 2.499 -0.948 0.484  -0.919
C 2.222 0.608 0.205  -0.707
C 0.675 0.928 -0.092  0.760
F 0.693 1.958 -1.113  -0.375
N 0.086 1.538 1.137  -0.363
C -1.280 1.048 1.369  0.529
O -1.552 0.650 2.506  -0.513
O -2.174 1.134 0.262  -0.130
S -3.115 -0.231 0.082  1.184
O -2.405 -1.390 -0.526  -0.500
O -4.230 0.169 -0.849  -0.558
F -3.847 -0.741 1.474  -0.181
H 1.919 -1.313 1.407  0.252
H 2.310 -1.585 -0.438  0.262
H 3.607 -1.081 0.746  0.336
H 2.589 1.167 1.143  0.307
H 2.905 0.972 -0.642  0.300
H 0.091 0.027 -0.461  0.014
H 0.635 1.298 1.978  0.287
O -0.217 -1.283 -2.699  -0.586
H -0.527 -1.007 -3.569  0.293
H -0.882 -1.918 -2.405  0.309

Cartesian forces (eV/Å) of the 3 atoms listed first:
C 0.508 0.331 0.264
C 0.415 -0.685 0.401
C 2.025 1.256 -0.207

Multiplicity = 1
Orbital gap = 10.13 eV
Structure (SMILES) = CC[C@H](F)NC(=O)OS(=O)(=O)F.O
Energy relative to the best compared isomer or geometry (same formula, charge and spin) = 0.0 kJ/mol
Lowest unoccupied orbital energy = -0.0467 Ha
HOMO energy = -11.403 eV

***

# 3
ORCA calculation (the ωB97M-V functional and the def2-TZVPD basis) on a single C17H17Cl2NO3S molecule at a distorted geometry.

Each line ends with the Mulliken charge.
Geometry (Å):
O 0.417 1.732 0.457  -0.646
S 0.436 0.380 0.566  1.212
O -0.507 -0.316 1.281  -0.633
N 2.047 0.007 1.157  0.063
C 3.048 1.189 0.980  -1.265
C 3.154 2.066 2.117  -1.332
C 3.289 1.354 3.600  -1.309
C 2.178 0.513 3.521  -0.559
C 2.242 -0.554 2.430  -0.581
H 1.270 -1.281 2.572  0.284
H 3.235 -1.318 2.403  0.278
H 1.318 0.981 3.463  0.566
H 2.152 0.105 4.638  0.207
H 3.242 2.118 4.098  0.751
H 4.244 1.034 3.419  0.376
H 2.249 2.532 2.048  0.475
H 3.869 2.776 1.958  0.723
H 2.936 1.375 0.044  0.948
H 4.049 0.449 0.740  0.380
C 0.609 -0.516 -0.965  0.674
C 1.673 -1.039 -1.527  -0.066
C 1.632 -1.927 -2.679  -0.830
C 0.353 -1.772 -3.491  -0.760
C -0.690 -1.107 -2.858  -0.117
C -0.538 -0.172 -1.953  -0.402
O -1.653 0.482 -1.214  -0.318
C -2.986 0.252 -1.148  0.459
C -3.772 1.131 -1.727  -0.346
C -5.109 0.874 -1.543  -0.482
C -5.680 -0.397 -1.410  0.467
C -4.719 -1.394 -1.277  -0.791
C -3.371 -1.000 -1.095  0.447
Cl -2.346 -2.450 -0.649  -0.160
H -5.154 -2.297 -0.891  0.312
Cl -7.312 -0.645 -1.519  -0.196
H -5.809 1.606 -2.031  0.259
H -3.421 2.322 -1.812  0.250
H -1.696 -1.109 -3.355  0.296
H 0.234 -2.203 -4.402  0.544
H 2.468 -2.466 -3.135  0.384
H 2.419 -1.315 -0.815  0.437

Cartesian forces (eV/Å) of the 3 atoms listed first:
O -0.645 6.217 -1.244
S 6.200 -4.935 -0.441
O -3.158 -2.243 2.677

Multiplicity = 1
Orbital gap = 8.73 eV
Structure (SMILES) = O=S(=O)(c1ccccc1Oc1ccc(Cl)cc1Cl)N1CCCCC1
Lowest unoccupied orbital energy = -0.0049 Ha
HOMO energy = -8.863 eV

***

# 4
ORCA calculation (the ωB97M-V functional and the def2-TZVPD basis) on C38H67N3SbSe3Si3SnTe2 as an isolated structure at a distorted geometry.

Each line ends with the Mulliken charge.
Geometry (Å):
Sn -0.808 0.341 -1.890  0.105
C 1.277 -1.131 1.552  0.618
C 1.793 -2.146 2.538  0.204
C 3.115 -2.159 3.052  -0.723
C 3.496 -3.185 3.925  -0.393
C 2.557 -4.210 4.277  -0.945
C 1.293 -4.095 3.680  -0.327
N 0.921 -3.078 2.929  0.628
Sb -0.189 -5.704 3.341  0.548
C -1.751 -4.134 3.301  0.002
C -2.329 -3.813 4.576  -0.495
C -3.288 -2.824 4.620  -0.755
C -3.481 -2.031 3.490  -0.443
C -2.719 -2.308 2.348  0.473
C -2.654 -1.318 1.207  -0.704
N -1.922 -3.387 2.252  -0.037
C 0.513 -5.598 1.319  0.059
C 1.796 -5.181 0.976  -0.195
C 2.162 -5.200 -0.381  -0.204
C 1.298 -5.712 -1.293  -0.545
C 0.021 -6.038 -0.863  0.496
C -1.029 -6.503 -1.804  -1.145
N -0.422 -5.950 0.416  -0.380
H 2.074 -0.551 0.988  0.145
H 0.692 -0.406 2.096  -0.660
H 0.569 -1.563 0.809  -0.112
H 3.803 -1.354 2.762  0.447
H 4.484 -3.060 4.413  0.359
H 2.873 -5.013 4.898  0.484
H -2.146 -4.382 5.464  0.415
H -3.840 -2.644 5.518  0.449
H -4.220 -1.235 3.514  0.442
H -3.483 -0.650 1.088  0.459
H -2.560 -1.781 0.205  0.170
H -1.825 -0.648 1.411  -0.144
H 2.479 -4.764 1.776  0.240
H 3.152 -4.885 -0.694  0.451
H 1.674 -5.856 -2.311  0.282
H -0.712 -6.975 -2.749  0.366
H -1.703 -7.240 -1.236  0.325
H -1.616 -5.579 -2.081  0.172
Se -2.191 -1.612 -2.887  -0.311
Se -3.926 -0.625 -4.157  -0.366
Te -4.700 1.246 -2.625  -0.131
Se -2.558 2.502 -2.411  -0.462
C 3.638 -1.187 -3.953  -1.892
C 2.104 -1.133 -3.643  3.239
C 1.949 -1.687 -2.189  -2.243
C 1.572 -2.254 -4.552  -2.232
Si 1.124 0.622 -3.877  -0.479
C 2.220 2.092 -3.162  2.244
C 3.382 2.342 -4.149  -1.803
C 2.764 1.722 -1.740  -1.516
C 1.422 3.426 -3.011  -1.728
C 0.756 0.821 -5.772  2.391
C 0.412 2.274 -6.268  -1.975
C 1.925 0.398 -6.706  -1.644
C -0.452 -0.033 -6.001  -1.956
H 3.995 -2.241 -3.898  0.501
H 4.143 -0.621 -3.156  0.444
H 4.010 -0.681 -4.866  0.270
H 2.674 -2.434 -2.032  0.669
H 0.916 -1.931 -1.879  -0.146
H 2.168 -0.908 -1.507  0.332
H 2.100 -3.171 -4.393  0.487
H 1.779 -1.972 -5.603  0.522
H 0.517 -2.479 -4.474  0.103
H 3.950 1.445 -4.440  0.234
H 4.063 3.138 -3.796  0.451
H 3.077 2.812 -5.061  0.359
H 3.260 0.742 -1.850  0.171
H 1.952 1.559 -1.018  0.236
H 3.367 2.527 -1.298  0.588
H 1.157 3.902 -3.984  0.218
H 2.017 4.149 -2.463  0.565
H 0.501 3.243 -2.454  0.160
H 1.292 2.913 -6.156  0.291
H -0.407 2.633 -5.617  0.329
H -0.003 2.249 -7.231  0.649
H 2.798 1.006 -6.597  0.300
H 1.618 0.490 -7.764  0.495
H 2.228 -0.616 -6.549  0.326
H -1.365 0.315 -5.504  0.125
H -0.274 -1.042 -5.745  0.331
H -0.600 0.051 -7.049  0.664
C -2.101 6.313 3.489  -1.120
Si -2.362 5.602 1.752  0.236
C -1.098 6.190 0.536  -0.909
C -4.098 6.065 1.134  -1.029
C -2.359 3.740 1.836  -0.351
Te -0.370 2.911 2.074  0.181
C -0.248 3.085 4.191  -0.877
Si -1.182 1.698 5.129  0.162
C -3.015 1.694 4.804  -1.096
C -0.514 -0.025 4.623  0.169
C -0.947 2.064 6.959  -1.028
H -2.296 7.370 3.375  0.386
H -1.161 6.061 4.004  0.325
H -2.935 5.954 4.074  0.311
H -1.232 7.289 0.388  0.327
H -1.135 5.600 -0.424  0.223
H -0.125 6.112 0.949  0.344
H -4.209 7.137 0.912  0.334
H -4.890 5.804 1.837  0.321
H -4.207 5.528 0.141  0.237
H -2.621 3.274 0.900  0.290
H -2.966 3.266 2.595  0.033
H -0.489 4.063 4.471  0.202
H 0.819 2.907 4.357  0.512
H -3.345 1.347 3.802  0.230
H -3.320 2.678 5.047  0.448
H -3.525 1.066 5.524  0.421
H -0.813 -0.334 3.638  -0.646
H -0.828 -0.815 5.358  0.321
H 0.624 -0.049 4.670  0.256
H -1.616 2.842 7.278  0.327
H 0.137 2.370 7.100  0.253
H -1.293 1.156 7.525  0.262

Cartesian forces (eV/Å) of the 3 atoms listed first:
Sn 0.408 0.886 -0.178
C 0.558 0.384 -0.970
C 0.547 -0.292 0.290

Multiplicity = 1
Orbital gap = 5.65 eV
Charge = -1
Energy relative to the best compared isomer or geometry (same formula, charge and spin) = 0.0 kJ/mol
Lowest unoccupied orbital energy = 0.0709 Ha
HOMO energy = -3.718 eV